No. 1
Formula: C6H12N2PPdS
Source: the Open Molecules 2025 dataset
Level of theory: ωB97M-V/def2-TZVPD

Output
LUMO (alpha / beta) in eV: 3.13 / 1.11
<S²>: 2.02
Total charge: -1
Energy relative to the best compared isomer or geometry (same formula, charge and spin) in kcal per mole: 36.2
Kohn-Sham gap (alpha / beta) in hartree: 0.0967 / 0.1784
E_HOMO (alpha / beta) in eV: 0.5 / -3.7
Multiplicity: 3

Last column: Mulliken charge in e.
CARTESIAN COORDINATES (ANGSTROEM)
C  0.1279  -0.2423  -2.3469  -0.25
C  -1.0267  -1.0159  -2.6753  -0.73
C  -0.7028  -2.3742  -2.4401  -0.18
C  0.6299  -2.4749  -1.9565  -0.81
C  1.1346  -1.1384  -1.8738  -0.41
Pd  1.3299  1.5579  -0.1020  -0.66
P  -0.4399  2.9088  -0.0291  -0.28
H  0.2079  0.8342  -2.3523  0.44
H  -1.9620  -0.6070  -3.0132  0.40
H  -1.3447  -3.2185  -2.6880  0.40
H  2.1075  -0.8541  -1.5046  0.64
H  1.1640  -3.3851  -1.6908  0.39
H  -1.6076  2.6650  0.7448  0.10
H  -1.0258  3.3227  -1.2626  0.06
H  0.0907  4.1055  0.5404  0.07
N  -0.0941  -1.1114  3.1339  -1.07
C  0.4385  -0.0678  2.4683  0.11
N  0.0308  1.1504  2.8600  -1.00
S  1.6139  -0.2544  1.2587  -0.23
H  -0.7180  -0.9760  3.9274  0.67
H  0.2258  -2.0489  2.9509  0.36
H  0.4499  1.9700  2.4300  0.17
H  -0.6297  1.2543  3.6206  0.82

No. 2
Formula: C32H56AsCuF15N4O12
Source: the Open Molecules 2025 dataset
Level of theory: ωB97M-V/def2-TZVPD

Output
LUMO (alpha / beta) in eV: 0.21 / -2.16
<S²>: 0.75
Kohn-Sham gap (alpha / beta) in hartree: 0.3424 / 0.2555
E_HOMO (alpha / beta) in eV: -9.1 / -9.1
Multiplicity: 2

Last column: Mulliken charge in e.
CARTESIAN COORDINATES (ANGSTROEM)
Cu  -0.3313  2.0414  2.1080  2.21
C  -3.2935  2.8435  2.0090  -0.27
O  -2.9688  2.4084  0.6837  -0.05
O  -2.3054  2.4183  2.8105  -0.64
C  -3.6658  4.3475  1.9656  0.61
F  -4.8434  4.5319  1.3444  -0.28
F  -3.8147  4.8156  3.2219  -0.30
F  -2.7953  5.1839  1.3502  -0.22
C  -3.9969  2.3112  -0.2857  -0.51
C  -3.3995  1.5831  -1.4792  -0.47
H  -4.0270  1.5104  -2.3672  0.55
H  -2.5109  2.1067  -1.8469  0.00
H  -3.0085  0.6090  -1.1829  -0.22
H  -4.3983  3.2847  -0.5661  0.31
H  -4.7864  1.6526  0.0967  0.23
H  -4.2558  2.3502  2.2133  0.28
As  0.8906  0.6289  -1.5342  2.15
F  -0.0465  1.0127  -0.0909  -0.09
F  -0.4102  1.3018  -2.5177  -0.66
F  1.7362  0.2404  -3.0273  -0.63
F  2.1394  -0.0385  -0.5174  -0.44
F  0.1087  -0.9387  -1.5209  -0.34
F  1.6135  2.2263  -1.5780  -0.54
C  2.0758  -3.5315  -2.6110  0.12
C  3.4056  -4.0198  -2.2668  0.11
N  4.4409  -4.4307  -1.9873  -0.51
H  1.7374  -3.7980  -3.6096  0.43
H  2.0503  -2.4477  -2.5069  -0.23
H  1.4210  -3.9795  -1.8610  0.08
C  -1.0120  -0.3345  -5.0483  -0.10
C  -0.6352  -1.7269  -5.1872  0.37
N  -0.3627  -2.8344  -5.3196  -0.55
H  -1.7163  -0.1838  -4.2350  -0.05
H  -1.4519  0.0083  -5.9851  0.48
H  -0.0706  0.1919  -4.8902  -0.10
C  4.2617  2.4600  0.4232  -0.22
C  3.0615  2.2740  1.2355  0.34
N  2.1280  2.1261  1.8819  -0.54
H  4.5902  3.4843  0.5948  0.45
H  4.0125  2.2607  -0.6141  -0.51
H  5.0337  1.7869  0.7927  0.37
C  -1.0782  5.2866  -1.2916  -1.42
C  -0.6054  4.3309  -0.3046  0.29
N  -0.2254  3.5912  0.4776  -0.07
H  -0.5221  6.2174  -1.1912  0.43
H  -2.1086  5.4611  -0.9749  0.35
H  -0.9683  4.8914  -2.2976  0.30
C  0.0252  5.4074  3.2551  -0.73
O  0.3313  4.0355  3.3273  0.11
C  1.0784  3.6778  4.4773  -0.81
C  0.2926  2.5213  5.1233  -0.70
O  0.2919  1.4945  4.1407  -0.15
C  -0.3770  0.3251  4.5885  -1.03
C  -0.3616  -0.6225  3.4374  -0.22
O  -1.0273  -0.0572  2.3198  -0.22
C  -1.2532  -1.0518  1.3268  -0.89
H  0.8763  6.0643  3.0552  0.30
H  -0.4853  5.7950  4.1418  0.39
H  -0.6801  5.5608  2.4382  -0.03
H  1.1571  4.4899  5.1998  0.58
H  2.0586  3.2702  4.2309  0.17
H  -0.7335  2.8324  5.3384  0.30
H  0.7357  2.2064  6.0721  0.51
H  -1.4058  0.5646  4.8738  0.36
H  0.1861  -0.0911  5.4288  0.49
H  -0.8367  -1.5625  3.7429  0.55
H  0.6475  -0.9461  3.1554  0.01
H  -0.2998  -1.4601  0.9849  0.39
H  -1.7898  -0.6662  0.4651  -0.18
H  -1.8359  -1.9130  1.6692  0.55
C  -2.3637  -5.2929  -0.2097  -0.70
O  -1.5595  -4.7601  -1.2485  -0.50
C  -1.8886  -3.3884  -1.5106  1.26
C  -3.1035  -3.2072  -2.4262  -0.76
O  -4.3693  -3.6968  -2.0563  -0.35
C  -5.0544  -3.0311  -1.0110  0.04
C  -6.5338  -3.4280  -1.0622  -0.91
O  -6.7434  -4.8178  -0.9942  -0.35
C  -6.3451  -5.3831  0.2527  -0.44
H  -3.3210  -5.6464  -0.6006  0.20
H  -2.5093  -4.6486  0.6605  0.19
H  -1.8615  -6.2004  0.1325  0.43
H  -1.0292  -3.0037  -2.0550  -0.05
H  -2.0352  -2.8458  -0.5742  -0.58
H  -2.9426  -3.7095  -3.3805  0.33
H  -3.1670  -2.1283  -2.6374  0.30
H  -4.9974  -1.9659  -1.2759  0.20
H  -4.5683  -3.1697  -0.0407  0.26
H  -6.8439  -3.0898  -2.0499  0.37
H  -7.0961  -2.8987  -0.2865  0.40
H  -6.5930  -6.4407  0.2220  0.25
H  -6.7887  -4.7321  1.0091  0.34
H  -5.2527  -5.3876  0.3427  0.01
C  3.5798  2.1473  -4.8823  -1.40
C  4.1519  2.6443  -3.5601  0.57
O  5.5678  2.5663  -3.6689  -0.31
C  6.2857  3.2681  -2.8136  0.43
O  5.8909  4.0636  -2.0094  -0.54
C  7.7991  3.0898  -2.9870  0.84
F  8.3576  3.0489  -1.7710  -0.23
F  8.0652  2.0046  -3.7325  -0.24
F  8.3553  4.1350  -3.6294  -0.26
H  3.9725  2.6031  -5.7886  0.40
H  2.4966  2.3058  -4.9245  0.37
H  3.5519  1.0579  -4.9658  0.31
H  3.7305  2.0764  -2.7353  -0.40
H  3.8126  3.6817  -3.5295  0.30
C  2.8468  -5.5871  3.2269  -1.16
C  2.6632  -4.1737  3.7923  -0.04
O  3.5713  -3.2859  3.1806  -0.34
C  3.1890  -2.6957  2.0475  0.17
O  2.0786  -2.7496  1.6076  -0.36
C  4.2940  -1.8950  1.3191  0.90
F  4.3066  -0.6698  1.8875  -0.28
F  5.4894  -2.4478  1.4701  -0.28
F  3.9908  -1.7684  0.0474  -0.13
H  2.1468  -6.3260  3.6169  0.40
H  3.8407  -5.9210  3.5228  0.30
H  2.7228  -5.5769  2.1439  0.32
H  2.8927  -4.2870  4.8531  0.36
H  1.6299  -3.8268  3.7768  0.12

No. 3
Formula: C4H4N2
Source: the Open Molecules 2025 dataset
Level of theory: ωB97M-V/def2-TZVPD

Output
LUMO (alpha / beta) in eV: 0.68 / -2.39
<S²>: 2.03
Energy relative to the best compared isomer or geometry (same formula, charge and spin) in kcal per mole: 44.9
Kohn-Sham gap (alpha / beta) in hartree: 0.3437 / 0.2588
E_HOMO (alpha / beta) in eV: -8.7 / -9.4
Multiplicity: 3

Last column: Mulliken charge in e.
CARTESIAN COORDINATES (ANGSTROEM)
C  1.5066  -0.5918  -0.0001  0.79
C  -2.3030  -0.0577  -0.0108  0.34
C  -0.9995  0.7091  0.1696  -0.79
C  1.4429  0.6531  -0.0720  -0.88
N  1.7192  -1.7902  0.0743  -0.50
N  -3.3592  -0.4879  -0.2087  -0.35
H  -1.0488  1.6103  -0.4337  0.32
H  -0.5085  0.6639  1.2033  0.43
H  1.7816  1.6687  -0.0114  0.36
H  1.7686  -2.3775  -0.7104  0.27

| no. | calculated total energy (Eh) |
| --- | --- |
| 1 | -1212.625716 |
| 2 | -7749.064295 |
| 3 | -264.095554 |